Record 1
Computed, not measured: a molecular structure, C31H31N11O2STi, with wB97M-V/def2-TZVPD.

Geometry as XYZ:
```
77
Properties=species:S:1:pos:R:3
Ti 0.97 -0.42 -0.80
S 0.31 1.92 1.14
O 1.04 3.16 1.12
O 0.98 0.75 1.72
N 1.92 -2.31 -1.33
N 1.92 0.49 -2.64
N -0.42 1.97 -2.62
N 3.00 -0.04 0.11
N -2.05 -0.86 0.29
N 0.17 -1.60 0.47
N 0.12 1.40 -0.44
N -4.21 2.58 4.91
N -0.83 -0.86 -1.82
N -1.41 3.16 -0.86
N 1.97 -3.01 1.00
C -2.04 3.65 -3.09
C -1.11 -1.43 0.94
C -1.23 -2.15 2.24
C -2.08 -3.08 4.24
C 0.85 -2.46 1.29
C 0.20 -3.56 3.57
C -1.12 2.12 2.15
C -1.37 1.13 3.10
C -3.13 -0.24 -1.72
C -0.96 -0.92 -3.16
C -3.23 -0.28 -3.09
C 2.30 -2.65 -2.58
C -2.39 1.27 4.01
C -2.12 3.86 -1.73
C -0.01 -2.77 2.46
C -0.59 2.22 -1.33
C 3.95 -4.16 -1.82
C 3.84 1.14 -0.22
C -2.89 3.44 3.09
C -1.15 2.68 -3.49
C -3.18 2.43 4.02
C 3.52 -3.89 -0.54
C -1.87 3.30 2.18
C 2.46 -3.02 -0.31
C -2.13 -0.68 -3.84
C -0.85 -3.70 4.47
C -2.29 -2.30 3.11
C -1.94 -0.62 -1.09
C 3.28 -3.56 -2.88
C 4.13 1.22 -1.71
C 2.90 1.60 -2.52
H -4.31 1.93 5.66
H 3.53 -3.78 -3.91
H 1.05 0.92 -2.98
H 3.60 -0.86 0.16
H -0.75 0.25 3.13
H 4.51 0.26 -2.06
H 4.77 1.11 0.34
H 2.24 -0.14 -3.37
H 3.19 1.94 -3.51
H 1.16 -4.05 3.73
H -2.63 4.21 -3.80
H -3.24 -1.82 2.91
H -4.16 -0.03 -3.58
H 4.91 1.96 -1.88
H -3.47 4.36 3.11
H -0.07 -1.16 -3.72
H 2.38 2.43 -2.04
H 3.95 -4.38 0.33
H -3.96 0.02 -1.08
H 3.29 2.02 0.10
H -4.65 3.47 5.02
H 1.77 -2.16 -3.38
H -0.72 -4.30 5.36
H -2.88 -3.23 4.95
H -2.78 4.62 -1.32
H -2.17 -0.77 -4.91
H 4.76 -4.85 -2.00
H -0.98 2.46 -4.54
H -1.64 4.10 1.50
H 2.65 0.10 1.05
H -2.57 0.49 4.74
```

Properties
- HOMO (alpha / beta) (eV) = -10.15 / -10.20
- <S²> = 0.7525
- relative energy (zero: lowest compared OMol25 entry of this formula, charge and spin) (kcal per mole) = 1.2
- gap between HOMO and LUMO (alpha / beta) (hartree) = 0.253 / 0.254
- 2S+1 = 2
- total charge = +1

Record 2
Computed, not measured: a molecular structure, C22H22CaClO7PS, with wB97M-V/def2-TZVPD.

Geometry as XYZ:
```
55
Properties=species:S:1:pos:R:3
Ca -1.69 0.26 -2.58
Cl -5.02 5.20 -1.02
S -4.51 3.30 -0.48
P 2.00 -3.00 2.81
O 2.35 -4.60 2.48
O 3.32 -2.14 2.30
O -5.61 2.74 0.30
O 2.65 -3.21 -0.22
O -1.51 -2.01 -2.76
O -3.29 3.35 0.33
O 1.85 -2.74 4.27
C 3.63 2.26 0.89
C 2.17 3.09 -1.06
C 3.29 -0.64 -1.84
C -4.60 0.64 -1.49
C 0.46 -2.62 1.85
C 2.81 3.30 0.26
C -3.52 -1.50 -0.29
C -0.85 -2.55 2.55
C -3.66 0.12 -0.29
C 1.79 -2.41 -0.42
C 3.85 0.93 0.26
C 2.39 1.78 -1.67
C 0.77 -0.99 -2.27
C 1.90 -1.33 -1.56
C -0.62 -1.71 -1.88
C -2.13 -1.92 0.40
C -2.09 -2.21 1.84
C 3.21 0.72 -1.03
C -4.27 2.18 -1.92
C 4.26 2.56 2.29
C -0.79 -2.00 -0.35
C 0.45 -2.35 0.41
H 0.88 -0.20 -3.06
H 4.10 -1.28 -1.38
H 4.45 0.12 0.74
H -0.84 -2.73 3.66
H 3.48 2.34 3.08
H -4.86 2.48 -2.83
H -3.04 -2.15 2.43
H 3.08 -1.24 2.00
H 3.48 -0.46 -2.92
H -3.16 2.32 -2.23
H 2.61 4.28 0.75
H -3.58 -1.84 -1.36
H -2.66 0.60 -0.37
H 1.90 1.58 -2.66
H 1.54 3.88 -1.54
H 2.74 -4.90 3.33
H -4.42 -1.93 0.23
H -4.51 -0.03 -2.40
H 4.52 3.64 2.41
H -4.16 0.48 0.66
H -5.68 0.66 -1.18
H 5.13 1.89 2.53
```

Properties
- HOMO (eV) = -14.08
- gap between HOMO and LUMO (hartree) = 0.188
- total charge = +2

Record 3
Computed, not measured: a molecular structure, C3H8NOS, with wB97M-V/def2-TZVPD.

Geometry as XYZ:
```
14
Properties=species:S:1:pos:R:3
S 0.87 -0.98 -1.27
O -0.06 1.77 -0.89
N -1.75 -0.06 -0.58
C 0.36 -0.21 0.96
C 1.69 -0.71 0.31
C -0.22 0.23 -0.45
H 0.33 0.63 1.67
H 0.69 2.18 -0.42
H -0.10 -1.04 1.40
H -2.20 0.05 -1.52
H -2.29 0.69 0.02
H 2.04 -1.58 0.76
H 2.40 0.10 0.29
H -1.75 -1.07 -0.28
```

Properties
- HOMO (eV) = -13.86
- relative energy (zero: lowest compared OMol25 entry of this formula, charge and spin) (kcal per mole) = 32.6
- gap between HOMO and LUMO (hartree) = 0.369
- total charge = +1

Record 4
Computed, not measured: C2H5FN2O3 in the gas phase, with wB97M-V/def2-TZVPD.

Geometry as XYZ:
```
13
Properties=species:S:1:pos:R:3
F -0.75 0.02 1.80
O -2.86 0.34 0.41
O -0.58 2.14 -0.22
O -2.09 -1.00 -1.09
N -2.02 -0.30 -0.12
N 0.12 -1.48 0.35
C 0.17 0.91 -0.39
C -0.49 -0.25 0.49
H 0.54 -1.80 1.21
H 0.15 0.44 -1.34
H -0.60 -2.15 0.08
H -0.09 2.62 0.39
H 1.16 0.92 -0.06
```

Properties
- HOMO (eV) = -10.23
- relative energy (zero: lowest compared OMol25 entry of this formula, charge and spin) (kcal per mole) = 0.0
- gap between HOMO and LUMO (hartree) = 0.402
- total charge = 0

Record 5
Computed, not measured: C3H6N2O2 in the gas phase, with wB97M-V/def2-TZVPD.

Geometry as XYZ:
```
13
Properties=species:S:1:pos:R:3
O 0.44 2.25 -2.39
O 0.23 0.92 -0.75
N -1.68 -0.76 -0.29
N -0.33 1.77 -1.65
C 1.66 -0.75 0.93
C -0.45 0.32 0.36
C 0.36 -0.65 1.15
H -0.23 -1.28 1.74
H -1.15 1.06 0.84
H 2.27 -1.35 1.59
H 2.01 -0.04 0.21
H -1.02 -1.41 -0.81
H -2.12 -0.09 -0.93
```

Properties
- HOMO (eV) = -9.97
- relative energy (zero: lowest compared OMol25 entry of this formula, charge and spin) (kcal per mole) = 144.5
- gap between HOMO and LUMO (hartree) = 0.371
- total charge = 0

Record 6
Computed, not measured: a molecular structure, C41H34CrN5O6Se, with wB97M-V/def2-TZVPD.

Geometry as XYZ:
```
88
Properties=species:S:1:pos:R:3
Se 3.88 3.12 -1.62
Cr 0.39 0.21 -1.29
O -5.69 -0.93 3.33
O 0.66 -1.77 -0.82
O 4.45 1.28 -1.58
O 2.02 -3.46 -1.40
O -7.09 -1.09 1.62
O 2.37 0.52 -1.29
N 0.46 -0.13 -3.23
N 1.87 9.09 3.66
N -0.09 2.10 -1.61
N 0.65 0.70 0.72
N -1.57 -0.33 -1.57
C -4.99 -0.78 -0.29
C 0.98 4.42 1.16
C 1.17 -2.93 -0.68
C 1.42 -0.13 -5.43
C -5.94 -0.90 1.98
C 0.31 -0.85 -5.94
C -3.51 -0.31 1.54
C 1.07 1.95 1.13
C 0.71 3.14 0.47
C -0.58 4.31 -1.34
C 0.81 5.80 3.13
C 2.96 -3.42 1.61
C -0.65 -4.12 0.61
C -1.11 -4.73 1.77
C 1.82 6.68 1.12
C -0.73 -1.15 -5.11
C 1.88 0.47 2.61
C -1.11 3.89 -2.54
C -0.69 -0.74 -3.73
C 1.53 -3.89 1.63
C 1.43 6.86 2.45
C 0.59 4.60 2.49
C -0.29 -4.92 2.87
C 3.57 0.34 -1.46
C -1.73 -0.83 -2.86
C -4.81 -0.67 1.10
C -1.58 -3.93 -0.56
C -0.78 2.54 -2.66
C 1.86 1.81 2.30
C -2.47 -0.16 0.66
C 0.06 3.19 -0.76
C -0.81 -5.55 4.14
C 4.17 -1.05 -1.53
C -2.63 -0.36 -0.74
C 1.60 5.48 0.49
C 0.67 -3.68 0.55
C 1.45 0.19 -4.10
C 1.12 -0.17 1.61
C 1.67 8.10 3.12
C -3.96 -0.62 -1.18
C 1.03 -4.50 2.78
H 4.74 -1.24 -0.62
H 0.28 -1.15 -6.98
H -1.68 4.48 -3.25
H 1.69 -4.65 3.63
H 4.86 -1.09 -2.37
H -1.99 -2.92 -0.55
H 3.32 -3.34 0.58
H -5.99 -0.99 -0.65
H 2.38 2.61 2.81
H -2.15 -5.07 1.81
H 2.29 0.73 -3.69
H -1.01 1.88 -3.49
H 0.09 3.80 3.00
H -2.41 -4.63 -0.52
H 2.38 -0.01 3.43
H -1.05 -4.05 -1.51
H -4.18 -0.68 -2.24
H -1.89 -5.69 4.09
H 2.30 7.50 0.60
H -4.75 -0.84 3.47
H -1.50 0.10 1.03
H 3.60 -4.12 2.15
H -0.34 -6.52 4.31
H -0.68 5.29 -0.89
H 3.05 -2.44 2.08
H 2.24 0.17 -6.08
H 0.87 -1.22 1.54
H 0.50 5.94 4.16
H -0.59 -4.92 5.00
H 3.39 -1.80 -1.64
H -1.60 -1.69 -5.46
H 1.94 5.32 -0.52
H -2.65 -1.30 -3.16
H -3.30 -0.14 2.59
```

Properties
- HOMO (alpha / beta) (eV) = -0.54 / -0.73
- <S²> = 3.7917
- relative energy (zero: lowest compared OMol25 entry of this formula, charge and spin) (kcal per mole) = 15.4
- gap between HOMO and LUMO (alpha / beta) (hartree) = 0.137 / 0.143
- 2S+1 = 4
- total charge = -2